Density functional theory data (the ωB97M-V functional and the def2-TZVPD basis) for a molecular structure, C74H158CoF12N8O10P2V.

Structure (XYZ):
```
266
Properties=species:S:1:pos:R:3:forces:R:3
V 2.824860 2.319236 0.606379 -1.83 0.26 2.39
Co 0.533420 2.798118 3.038330 1.45 -0.27 -1.33
P 5.280172 1.256041 1.651756 1.22 0.02 3.70
F 4.961073 2.717887 0.834672 1.60 0.08 0.09
F 3.858639 1.617137 2.350921 -0.74 1.33 1.87
F 4.252677 0.647251 0.576753 0.45 -1.76 -2.94
F 5.174548 -0.152156 2.474116 1.47 0.85 -1.21
F 6.634915 0.992998 0.774932 -2.10 0.13 1.16
F 6.126579 1.955647 2.942054 -1.32 -0.82 -2.96
P 1.695322 1.378356 5.502068 0.84 -1.33 2.71
F 1.836569 2.835282 4.830327 1.01 2.28 -0.50
F 2.235566 0.791474 4.141837 0.18 -1.41 -0.28
F 3.234411 1.410293 6.056949 -1.61 0.15 0.05
F 1.364257 -0.085988 6.233673 0.40 1.75 -1.58
F 1.076088 2.124611 6.821874 0.49 -0.59 -0.76
F 0.225590 1.455473 4.752333 -1.49 -0.91 0.15
C 0.167048 0.260469 1.030798 -0.92 0.09 0.97
O 0.955463 1.325898 1.503215 0.61 1.37 -0.34
H 0.609813 -0.728065 1.152703 0.61 -0.05 -0.18
H -0.754716 0.179706 1.606928 -0.19 0.09 0.54
H -0.272556 0.336984 0.036322 0.67 0.42 -0.68
C 2.635762 5.231938 2.322200 0.24 -0.59 -0.07
O 2.075641 3.981859 2.039829 -1.15 -1.78 -0.72
H 3.705326 5.200067 2.114600 0.34 0.04 0.23
H 2.262129 6.033382 1.684888 -0.45 0.20 -0.11
H 2.496235 5.501347 3.369125 0.00 0.14 0.15
C 5.110738 -3.849608 -1.863468 0.14 1.12 -1.69
C 5.594587 -3.766228 -0.455707 -0.69 -0.69 2.13
C 4.650941 -4.682903 0.347219 -0.41 -0.42 1.27
C 4.870350 -6.136817 0.254581 -0.09 -1.19 -1.13
C 6.278131 -6.479086 0.615396 0.75 -0.39 -1.03
C 7.319775 -5.624013 -0.188409 1.29 -0.84 0.94
N 7.001412 -4.184633 -0.115470 -1.91 -0.43 1.13
O 8.018970 -3.350761 -0.602674 -0.25 -0.09 -0.89
C 8.679228 -5.853417 0.536575 0.00 0.91 -0.79
C 7.459761 -6.160626 -1.640597 -0.19 0.22 -0.13
C 5.251594 -2.385100 0.173223 1.64 0.08 0.08
H 4.155335 -3.325173 -1.880121 -0.15 -0.01 -0.15
H 4.944566 -4.799316 -2.371946 0.28 -0.33 0.57
H 5.770215 -3.273495 -2.512542 0.12 0.09 -0.19
H 4.737458 -4.612248 1.431484 0.26 1.27 0.22
H 3.599848 -4.484752 0.137351 0.00 0.49 -0.29
H 4.706913 -6.497050 -0.761107 -0.23 -0.14 -0.22
H 4.177400 -6.681734 0.895661 -0.15 0.01 0.02
H 6.438273 -7.493275 0.249514 0.27 -0.25 0.11
H 6.449831 -6.555503 1.689079 0.16 0.69 0.07
H 8.682363 -5.430994 1.541392 -0.24 -0.35 0.17
H 8.983288 -6.899344 0.495288 -0.25 -0.02 0.27
H 9.446396 -5.289321 0.006144 0.11 -0.06 -0.15
H 8.215753 -6.909589 -1.876450 0.37 -0.10 0.86
H 6.545350 -6.668730 -1.946851 -0.25 0.55 -0.37
H 7.751343 -5.319720 -2.269853 -0.49 0.02 -0.28
H 4.286595 -1.950744 -0.087934 0.06 -0.30 -0.27
H 6.050060 -1.676230 -0.046043 -0.13 0.33 -0.41
H 5.296532 -2.458883 1.259789 -0.15 -0.18 0.02
H 8.268696 -2.822459 0.158994 0.04 0.02 0.15
C 3.763732 4.885002 -1.098904 -0.84 -1.39 -0.76
C 3.784420 3.744773 -2.261833 0.76 0.98 1.36
C 5.296199 3.357531 -2.371859 -0.11 -0.53 -1.26
C 5.562554 2.155853 -3.266460 0.38 -1.38 0.02
C 4.687015 0.916878 -2.874528 1.05 2.15 -0.60
C 3.217392 1.285916 -2.694827 0.17 -0.41 0.16
N 3.044479 2.518843 -1.784782 2.44 -0.66 -0.06
O 1.714186 2.792987 -1.341364 0.63 -0.24 -1.54
C 2.594356 1.413078 -4.094931 -0.96 0.39 -0.24
C 2.631225 0.023724 -2.073709 -1.97 0.73 -0.25
C 3.260865 4.345014 -3.612991 0.24 0.81 1.29
H 4.483163 5.683507 -1.280373 -0.13 -0.09 -0.39
H 4.016588 4.481346 -0.118478 0.23 -0.24 -0.17
H 2.758042 5.280791 -0.957391 -0.03 0.25 -0.30
H 5.830355 4.211261 -2.788904 -0.10 0.23 0.06
H 5.859426 3.055367 -1.488921 -0.91 0.60 0.80
H 6.586925 1.833548 -3.079658 0.21 0.08 0.13
H 5.611468 2.307034 -4.344815 -0.73 0.39 -0.12
H 5.134854 0.442411 -2.001361 -0.30 -0.05 0.14
H 4.726886 0.239875 -3.727861 -0.03 -0.32 0.25
H 3.201677 1.792250 -4.916817 0.37 0.20 0.39
H 2.193147 0.467898 -4.460669 0.25 -0.32 0.29
H 1.698073 2.032633 -4.064487 -0.17 0.26 -0.03
H 1.563641 0.060489 -2.290515 -0.43 -0.14 0.32
H 2.959704 -0.820767 -2.679560 0.41 -0.16 0.58
H 2.707436 -0.055297 -0.989251 0.51 -0.31 -0.22
H 2.172836 4.402430 -3.644634 -0.16 -0.73 -0.26
H 3.736407 3.958563 -4.514440 -0.34 -0.24 0.16
H 3.457455 5.416418 -3.573810 0.55 0.09 -0.07
H 1.272255 2.838800 -2.192366 -1.34 0.26 0.04
C -4.318513 -6.381958 -1.813000 -1.25 0.09 -1.51
C -3.448527 -5.337815 -1.209587 1.87 0.97 2.00
C -2.388461 -6.131004 -0.335073 -1.32 -0.70 -0.98
C -1.176488 -5.401250 0.096164 0.35 0.09 -0.38
C -0.461523 -4.724183 -1.059861 -0.99 -0.62 0.39
C -1.436204 -3.894345 -1.927877 0.89 0.47 0.50
N -2.722487 -4.566022 -2.235227 1.23 -1.62 0.47
O -3.552068 -3.706122 -2.965011 -0.54 0.38 0.31
C -1.511065 -2.536612 -1.175227 -1.18 1.17 -0.88
C -0.804701 -3.781356 -3.313247 0.32 -0.05 -0.83
C -4.178295 -4.373144 -0.268206 -1.55 0.12 0.15
H -4.793490 -7.060483 -1.104409 0.13 0.19 0.17
H -3.823615 -6.968403 -2.587119 0.54 -0.13 0.32
H -5.096129 -5.893898 -2.400546 -0.47 0.09 0.20
H -2.882340 -6.567230 0.533198 -0.45 0.35 0.16
H -2.151160 -7.039076 -0.889326 0.45 0.06 -0.42
H -0.454158 -6.140988 0.441291 -0.10 0.20 0.87
H -1.469813 -4.660557 0.840106 0.38 -0.09 0.35
H 0.046140 -5.512006 -1.616388 0.09 0.15 -0.30
H 0.256940 -4.094046 -0.535608 0.34 0.33 -0.78
H -0.741116 -1.853832 -1.534546 0.37 -0.19 0.12
H -2.426098 -1.986394 -1.394495 -0.32 -0.11 -0.50
H -1.530791 -2.477530 -0.087006 0.48 -0.85 0.13
H 0.180865 -3.321868 -3.388335 -0.06 0.46 0.44
H -0.632297 -4.781353 -3.711231 -0.15 -0.27 0.22
H -1.470019 -3.322370 -4.044540 0.08 0.39 0.16
H -5.007504 -4.874038 0.231416 0.24 -0.45 0.48
H -4.756316 -3.589061 -0.757282 0.40 0.14 -0.67
H -3.585330 -3.854428 0.485073 0.34 -0.34 -0.08
H -3.535779 -4.062199 -3.856387 -0.05 -0.11 -0.09
C -4.818725 -1.588365 2.170852 0.46 -0.45 -1.18
C -4.835068 -0.182168 2.795533 -1.74 -0.42 0.57
C -6.283770 -0.149270 3.443146 1.24 0.12 0.56
C -6.405055 -0.923006 4.786738 0.20 0.95 -1.02
C -5.273031 -0.546007 5.735522 -0.61 0.40 -0.35
C -3.851304 -0.629338 5.149149 -0.51 0.45 -0.91
N -3.807991 0.084520 3.845751 -2.66 1.54 0.03
O -2.517839 0.130214 3.326357 -0.23 -0.62 -0.16
C -2.931766 0.174553 6.048600 1.69 -1.68 0.27
C -3.430923 -2.115881 4.983730 -0.17 0.79 1.08
C -4.804861 0.912454 1.707414 0.53 -0.49 0.24
H -3.847246 -1.970931 1.857843 0.45 0.01 0.53
H -5.320905 -1.630627 1.204354 -0.38 0.57 -0.12
H -5.358812 -2.349225 2.734325 0.35 0.11 0.35
H -6.553181 0.895373 3.598838 0.04 0.15 0.29
H -7.031714 -0.534663 2.750208 0.23 -0.09 -0.29
H -6.462215 -2.001380 4.638629 -0.16 0.00 -0.05
H -7.353881 -0.521992 5.143160 -0.11 -0.62 0.60
H -5.382890 -1.111622 6.660791 0.43 -0.22 0.01
H -5.464174 0.485743 6.030579 0.23 0.24 -0.02
H -3.140472 1.232066 6.210466 -0.38 -0.29 -0.07
H -2.769150 -0.402270 6.959061 -0.61 0.39 0.63
H -1.918968 0.064738 5.660929 0.12 0.59 -0.36
H -3.396714 -2.470082 6.014011 0.03 -0.53 -0.08
H -4.173649 -2.671158 4.410923 0.25 -0.02 0.14
H -2.424630 -2.257689 4.589566 0.00 0.01 -0.18
H -3.811706 0.900352 1.258431 -0.09 0.08 -0.26
H -5.004221 1.928197 2.048920 0.12 -0.05 0.57
H -5.579801 0.727451 0.963543 0.17 -0.29 -0.14
H -2.322289 -0.807936 3.383106 1.21 -0.41 -0.55
C -4.063255 1.131073 -1.781167 0.47 0.60 -1.63
C -4.476862 2.352875 -2.717054 0.68 -0.76 0.45
C -5.769888 2.920552 -2.143402 -1.03 1.22 0.82
C -6.178806 4.341178 -2.602609 0.41 -0.82 0.37
C -5.043483 5.346117 -2.423884 -0.41 -0.48 -1.33
C -3.673456 4.846282 -2.985981 0.74 0.61 1.24
N -3.382355 3.387645 -2.637619 -3.18 2.11 2.26
O -2.149801 2.988309 -3.034571 0.63 -0.58 -0.60
C -3.607215 5.141283 -4.513311 0.03 0.14 0.16
C -2.644274 5.781054 -2.207981 -0.13 0.17 -0.57
C -4.648071 1.914941 -4.206152 -0.28 1.00 0.57
H -3.763126 1.395302 -0.767159 -0.21 0.37 -0.24
H -3.197309 0.696767 -2.280792 0.14 -0.19 0.31
H -4.818789 0.345870 -1.754299 -0.26 0.18 -0.03
H -6.663442 2.311798 -2.281510 0.31 -0.64 -0.72
H -5.763748 2.915002 -1.053436 0.75 0.18 0.28
H -7.032690 4.712692 -2.036085 -0.14 -0.27 0.13
H -6.552448 4.206877 -3.617730 0.32 0.56 -0.36
H -5.017651 5.767611 -1.419006 0.34 -0.67 0.32
H -5.336397 6.217088 -3.010154 0.29 0.22 -0.23
H -3.202595 6.122554 -4.761280 0.31 0.11 0.43
H -2.986774 4.420687 -5.046127 -0.07 -0.08 -0.01
H -4.597244 5.200606 -4.965458 -0.17 -0.55 0.02
H -1.603201 5.688332 -2.517301 -0.03 -0.28 -0.07
H -2.909406 6.828421 -2.352306 -0.18 0.16 -0.90
H -2.682346 5.824840 -1.119529 -0.13 -1.22 0.14
H -4.810588 2.844729 -4.751284 0.06 0.04 -0.25
H -5.552532 1.340684 -4.406843 0.25 -0.49 0.24
H -3.742846 1.463982 -4.612730 -0.15 -0.31 -0.02
H -2.307791 2.669093 -3.926055 0.78 -0.27 -0.81
C -1.046459 1.389761 -8.819005 0.70 0.26 -1.19
C -2.035030 1.528456 -7.687635 0.91 3.37 -0.41
C -3.182069 0.619009 -7.962207 0.21 -1.61 0.81
C -2.844625 -0.878372 -7.654959 -0.75 0.51 0.44
C -2.427107 -1.021039 -6.156612 -0.60 1.23 -2.26
C -1.236493 -0.046481 -5.856676 0.95 -0.16 1.03
N -1.404462 1.328761 -6.412046 -2.40 -1.56 1.69
O -0.488523 2.295520 -5.951674 -0.51 -0.83 -0.63
C -1.177483 0.052975 -4.313932 1.44 -1.60 0.06
C 0.091927 -0.673081 -6.445517 -1.46 -0.46 -0.80
C -2.628805 3.050992 -7.739183 -0.24 -1.66 -0.65
H -1.512916 1.712612 -9.749749 0.01 0.05 -0.11
H -0.678763 0.380538 -9.004365 -0.19 -0.09 0.25
H -0.159399 2.013638 -8.709535 0.08 0.18 0.18
H -3.973007 0.989988 -7.310378 -0.52 -0.49 -0.19
H -3.430277 0.684089 -9.021580 -0.31 0.31 0.13
H -2.158295 -1.306211 -8.385715 0.39 0.22 0.15
H -3.762334 -1.443587 -7.817515 -0.13 -0.11 0.09
H -2.305217 -2.077374 -5.917031 0.87 0.17 0.18
H -3.357084 -0.755036 -5.654131 0.25 0.45 0.58
H -2.103678 0.065231 -3.739386 -0.11 0.73 -0.54
H -0.777620 -0.912819 -4.004976 -0.03 -0.52 0.00
H -0.374687 0.670904 -3.911711 -0.46 0.78 -0.18
H 0.256873 -1.721748 -6.198126 0.53 0.23 1.40
H -0.085339 -0.933314 -7.489039 -0.15 0.87 -0.48
H 0.948254 0.000907 -6.421995 0.09 -0.34 0.39
H -3.604511 3.134122 -7.260455 0.17 -0.27 0.71
H -2.935428 3.165145 -8.778921 0.44 0.45 -0.26
H -1.993596 3.867237 -7.395129 0.22 -0.35 -0.17
H 0.264534 2.182463 -6.536239 0.65 0.22 -0.14
C -0.521159 4.809472 5.568215 0.21 -0.23 -0.28
C -1.376078 5.356146 4.379232 1.16 -0.04 2.13
C -0.714562 6.735170 4.133187 0.14 0.57 -1.62
C -1.190920 7.372474 2.812804 -0.58 -1.99 -0.35
C -1.229812 6.274515 1.659852 -0.06 1.07 0.99
C -1.979582 4.936599 1.947732 0.61 0.35 -0.41
N -1.332255 4.463550 3.188090 1.42 1.94 0.59
O -1.550600 3.120662 3.499616 -0.66 0.27 0.27
C -3.578542 5.198852 1.945786 2.50 -0.07 -0.47
C -1.571283 3.892799 0.901558 -1.33 0.36 -1.04
C -2.752532 5.562863 4.931822 -1.92 0.09 0.31
H 0.509789 4.653265 5.250655 0.02 -0.07 0.00
H -0.847236 3.917018 6.102357 -0.30 -0.26 -0.55
H -0.481493 5.559867 6.357794 -0.06 0.29 -0.19
H -0.872965 7.399020 4.983071 -0.51 -0.15 0.07
H 0.373986 6.727446 4.077462 0.16 -0.83 -0.05
H -0.505899 8.122812 2.418053 -0.28 0.33 0.38
H -2.211129 7.733886 2.941857 0.08 0.52 -0.06
H -0.178547 6.091501 1.437468 -0.07 -0.43 -0.24
H -1.676356 6.829108 0.834546 -0.07 -0.47 -0.42
H -3.971574 5.204747 0.929130 0.29 -0.44 -0.16
H -4.051284 4.388237 2.500321 -0.49 0.65 0.35
H -3.628599 6.251351 2.224795 -0.92 -0.40 0.86
H -2.430064 3.896615 0.230314 0.21 -0.48 -0.52
H -0.715269 4.181609 0.291692 0.22 -0.08 0.33
H -1.480667 2.871741 1.272145 0.10 0.17 0.01
H -3.230399 4.669992 5.334940 0.21 -0.59 -0.28
H -3.474444 5.964157 4.220551 0.19 0.15 0.08
H -2.797814 6.197588 5.816802 0.51 0.34 -0.14
H -2.499747 3.042401 3.620476 -0.47 -1.02 0.27
C -0.291909 -4.228620 4.991264 0.14 -0.21 1.02
C 1.119452 -4.116949 4.497861 2.01 1.35 -1.50
C 1.278151 -2.864402 3.530092 0.58 0.59 0.77
C 2.730150 -2.486946 3.137610 0.29 -1.34 0.10
C 3.673000 -2.418496 4.346926 -0.89 0.42 0.55
C 3.475770 -3.511140 5.455916 0.87 -0.16 -2.58
N 2.050081 -3.857625 5.660508 -0.81 1.24 0.20
O 1.925023 -4.866571 6.679613 0.40 0.50 -1.27
C 4.275188 -4.726204 4.946720 0.00 -0.88 0.35
C 4.240894 -2.953114 6.667244 -1.78 -0.84 -0.61
C 1.365012 -5.378776 3.616471 -0.53 -0.66 -0.69
H -0.591933 -3.411411 5.647211 0.13 0.17 -0.13
H -0.995443 -4.346663 4.167121 0.04 -0.05 0.07
H -0.234784 -5.121395 5.613980 -0.77 -0.17 0.03
H 0.664470 -3.007027 2.640628 -0.04 -0.28 -0.14
H 0.900054 -1.957332 4.001656 -0.39 -0.12 0.46
H 3.093945 -3.261086 2.461987 0.15 -0.27 -0.11
H 2.820742 -1.576489 2.545178 -0.40 0.23 0.24
H 3.622952 -1.437145 4.818669 -0.58 0.15 0.08
H 4.727514 -2.444072 4.072287 -0.02 -0.32 -0.39
H 3.897748 -5.262194 4.075891 -0.29 0.41 -0.20
H 4.282215 -5.474164 5.739576 0.36 -0.29 0.17
H 5.314285 -4.481952 4.726000 0.00 0.14 0.20
H 3.556056 -2.192926 7.043040 0.53 0.20 0.55
H 5.170460 -2.554775 6.260636 0.00 0.04 0.48
H 4.373015 -3.798522 7.342477 0.30 0.46 0.46
H 1.923437 -5.273874 2.686277 0.85 0.51 0.37
H 1.668137 -6.316712 4.081761 0.35 0.24 0.51
H 0.425256 -5.680364 3.153851 -0.57 0.16 0.30
H 2.492108 -5.516168 6.257676 0.03 -1.07 0.58
```
Forces are in eV/Å.

Calculated values
Kohn-Sham gap (spin up / spin down): 0.2914 / 0.2925 Ha
multiplicity: 7
highest occupied orbital energy (spin up / spin down): -7.8 / -7.9 eV
expectation value of S²: 12.008
charge: 0
LUMO level (spin up / spin down): 0.1 / 0.1 eV